1.
DFT (the ωB97M-V functional and the def2-TZVPD basis) results for a 2-piece molecular cluster, C6H15NO overall at a distorted geometry.

Atoms and positions in Å:
1 C 0.5208 -0.0139 -1.5211
2 C 1.7742 -0.7435 -1.1206
3 N 0.8068 1.3073 -2.0405
4 O -0.2764 -0.7167 -2.4336
5 H 0.1660 -0.6771 -3.2908
6 H -0.1204 0.0254 -0.5565
7 H 1.4056 1.8287 -1.4127
8 H -0.0493 1.8332 -2.1781
9 H 2.0044 -0.4043 -0.0563
10 H 2.5871 -0.5708 -1.8231
11 H 1.6021 -1.8130 -1.0305
12 C -1.8295 -0.9366 1.0488
13 C -0.9265 1.3895 1.5049
14 C -0.6301 -0.0790 1.3513
15 C 0.5220 -0.6062 1.8070
16 H -1.5583 -1.9945 1.0208
17 H -1.3543 1.7877 0.5851
18 H -2.2479 -0.6672 0.0723
19 H -2.6076 -0.7901 1.7969
20 H -1.6554 1.5551 2.3004
21 H -0.0298 1.9513 1.7498
22 H 0.6275 -1.6717 1.9387
23 H 1.2690 0.0066 2.2876

## Properties
Relative energy (zero: lowest compared OMol25 entry of this formula, charge and spin): 43.0 kcal per mole
Calculated total energy: -10001.8944 eV
Frontier orbital gap: 9.65 eV
Largest force on an atom: 2.2 eV/A
SMILES: C[C@@H](N)O.C=C(C)C
Total charge: 0
HOMO: -8.78 eV

Okay, here come the natural (NBO) numbers, in e, for every atom:
1 C 0.231
2 C -0.655
3 N -0.863
4 O -0.722
5 H 0.466
6 H 0.167
7 H 0.362
8 H 0.365
9 H 0.222
10 H 0.213
11 H 0.225
12 C -0.648
13 C -0.647
14 C 0.018
15 C -0.430
16 H 0.219
17 H 0.210
18 H 0.220
19 H 0.218
20 H 0.221
21 H 0.214
22 H 0.199
23 H 0.196

***

2.
DFT (the ωB97M-V functional and the def2-TZVPD basis) results for a 2-piece molecular cluster, C6H15NO overall at a distorted geometry.

Atoms and positions in Å:
1 C -0.8852 -1.9115 0.7113
2 C -1.3006 -0.4129 0.7298
3 C -0.1123 0.4693 1.1588
4 C 2.4084 0.7952 -1.8220
5 C 1.5535 1.2361 -0.6718
6 C 1.0643 0.2812 0.1610
7 N -1.2996 -2.5736 2.0373
8 H -1.3417 -2.5571 -0.1492
9 H 0.2530 -2.1646 0.6625
10 H -1.6215 -0.1680 -0.3951
11 H -2.2849 -0.2662 1.2128
12 H -0.4651 1.5355 1.3742
13 H 0.2253 0.1532 2.1684
14 H 3.2278 -0.0046 -1.4036
15 H 1.9184 0.2997 -2.5818
16 H 3.0219 1.5777 -2.3127
17 H 1.3114 2.2953 -0.8387
18 H 1.3212 -0.8586 0.0767
19 H -2.2091 -3.0139 1.8641
20 H -1.3294 -1.8263 2.7405
21 H -1.7268 2.8822 -1.3174
22 H -0.3976 2.0633 -1.6825
23 O -1.3314 2.1684 -1.7229

## Properties
Relative energy (zero: lowest compared OMol25 entry of this formula, charge and spin): 80.3 kcal per mole
Calculated total energy: -10000.2754 eV
Frontier orbital gap: 9.92 eV
Largest force on an atom: 5.1 eV/A
SMILES: C/C=C/CCCN.O
Total charge: 0
HOMO: -9.01 eV

Okay, here come the natural (NBO) numbers, in e, for every atom:
1 C -0.229
2 C -0.445
3 C -0.448
4 C -0.635
5 C -0.242
6 C -0.154
7 N -0.857
8 H 0.198
9 H 0.188
10 H 0.228
11 H 0.224
12 H 0.218
13 H 0.204
14 H 0.205
15 H 0.215
16 H 0.211
17 H 0.201
18 H 0.211
19 H 0.357
20 H 0.350
21 H 0.476
22 H 0.484
23 O -0.960

***

3.
DFT (the ωB97M-V functional and the def2-TZVPD basis) results for C6H15NO as an isolated structure at a distorted geometry.

Atoms and positions in Å:
1 C -0.0757 -0.2909 -0.8200
2 C -0.0898 0.7184 0.9135
3 C 0.8371 -1.4913 -0.6742
4 C -1.4462 -0.6892 -1.3472
5 C 0.5298 0.7922 -1.7016
6 C 1.2814 0.6819 1.5326
7 N -1.0009 -0.1913 1.3555
8 O -1.3805 0.9117 2.7869
9 H -1.0569 0.3781 3.5300
10 H -1.9289 0.0366 1.0028
11 H -0.4428 1.7149 0.6437
12 H 1.5071 1.1246 -1.3476
13 H 1.8396 -1.2084 -0.3476
14 H 0.4294 -2.2222 0.0255
15 H 0.9545 -1.9888 -1.6467
16 H -1.3571 -1.0368 -2.3853
17 H -2.1427 0.1535 -1.3454
18 H -1.8827 -1.5118 -0.7781
19 H -0.1256 1.6630 -1.7828
20 H 0.6703 0.4015 -2.7190
21 H 2.0533 0.9996 0.8270
22 H 1.5232 -0.3172 1.8989
23 H 1.3040 1.3719 2.3793

## Properties
Relative energy (zero: lowest compared OMol25 entry of this formula, charge and spin): 108.7 kcal per mole
Calculated total energy: -9999.0439 eV
Frontier orbital gap: 9.25 eV
Largest force on an atom: 4.4 eV/A
Total charge: 0
HOMO: -8.57 eV

Okay, here come the natural (NBO) numbers, in e, for every atom:
1 C 0.087
2 C 0.039
3 C -0.659
4 C -0.661
5 C -0.645
6 C -0.658
7 N -0.325
8 O -0.785
9 H 0.450
10 H 0.365
11 H 0.189
12 H 0.211
13 H 0.214
14 H 0.224
15 H 0.212
16 H 0.220
17 H 0.212
18 H 0.219
19 H 0.211
20 H 0.206
21 H 0.213
22 H 0.221
23 H 0.239

***

4.
DFT (the ωB97M-V functional and the def2-TZVPD basis) results for C6H15NO as an isolated structure at a distorted geometry.

Atoms and positions in Å:
1 C -0.3553 -0.2550 -0.6291
2 C 0.2442 -0.3072 0.6616
3 C -1.9912 -0.7527 0.2534
4 C 2.7331 0.4472 -0.5710
5 C -0.5445 1.0327 -1.3767
6 C 0.3278 0.8757 1.5807
7 N -2.2072 -2.1445 0.3689
8 O 1.9053 -0.5877 -0.1828
9 H -0.1864 -1.1298 -1.2504
10 H 0.2734 -1.2762 1.1515
11 H -2.0896 -2.6481 -0.5003
12 H -1.6636 -2.5869 1.0978
13 H -2.1747 -0.2393 1.1944
14 H -2.6478 -0.3162 -0.4961
15 H 3.7504 0.0714 -0.7637
16 H 2.4056 0.9466 -1.5059
17 H 2.8368 1.2422 0.1955
18 H -1.2328 0.8945 -2.2115
19 H 0.4143 1.3670 -1.7761
20 H -0.9347 1.8267 -0.7417
21 H -0.2993 0.7298 2.4618
22 H 1.3633 0.9785 1.9134
23 H 0.0729 1.8314 1.1262

## Properties
Relative energy (zero: lowest compared OMol25 entry of this formula, charge and spin): 101.3 kcal per mole
Calculated total energy: -9999.3645 eV
Frontier orbital gap: 8.55 eV
Largest force on an atom: 4.9 eV/A
Total charge: 0
HOMO: -7.62 eV

Okay, here come the natural (NBO) numbers, in e, for every atom:
1 C -0.194
2 C 0.157
3 C -0.208
4 C -0.235
5 C -0.642
6 C -0.683
7 N -0.830
8 O -0.707
9 H 0.231
10 H 0.208
11 H 0.367
12 H 0.361
13 H 0.191
14 H 0.190
15 H 0.173
16 H 0.128
17 H 0.136
18 H 0.218
19 H 0.231
20 H 0.208
21 H 0.225
22 H 0.255
23 H 0.220

***

5.
DFT (the ωB97M-V functional and the def2-TZVPD basis) results for a 2-piece molecular cluster, C6H15NO2 overall at a distorted geometry.

Atoms and positions in Å:
1 O 3.5772 0.4337 -2.6240
2 C 2.6603 -0.0166 -1.9525
3 N 1.3661 0.5037 -2.0912
4 C 2.9167 -1.2421 -1.0656
5 C 0.0000 0.0000 0.0000
6 C 1.2153 2.9399 -1.8777
7 C 0.1812 -0.2295 -1.5306
8 C 1.0886 1.7672 -2.8284
9 H 2.7061 -1.0088 -0.0083
10 H 3.9833 -1.5060 -1.1619
11 H 2.3103 -2.1148 -1.3609
12 H 0.8643 -0.2965 0.6178
13 H -0.8498 -0.6594 0.2443
14 H -0.2751 1.0374 0.2546
15 H 0.4741 2.7597 -1.0810
16 H 1.0015 3.9170 -2.3427
17 H 2.2190 2.9792 -1.4221
18 H 0.3116 -1.3075 -1.7460
19 H -0.7085 0.1200 -2.0889
20 H 1.8495 1.8135 -3.6311
21 H 0.0961 1.6769 -3.3102
22 O 6.8334 2.0445 -3.5260
23 H 7.4532 1.7839 -2.8076
24 H 5.9872 1.5971 -3.2980

## Properties
Relative energy (zero: lowest compared OMol25 entry of this formula, charge and spin): 20.4 kcal per mole
Calculated total energy: -12050.5259 eV
Frontier orbital gap: 10.02 eV
Largest force on an atom: 1.7 eV/A
SMILES: CCN(CC)C(C)=O.O
Total charge: 0
HOMO: -9.17 eV

Okay, here come the natural (NBO) numbers, in e, for every atom:
1 O -0.647
2 C 0.689
3 N -0.461
4 C -0.713
5 C -0.620
6 C -0.615
7 C -0.208
8 C -0.214
9 H 0.224
10 H 0.246
11 H 0.227
12 H 0.209
13 H 0.210
14 H 0.211
15 H 0.196
16 H 0.215
17 H 0.221
18 H 0.199
19 H 0.207
20 H 0.229
21 H 0.194
22 O -0.952
23 H 0.465
24 H 0.487

***

6.
DFT (the ωB97M-V functional and the def2-TZVPD basis) results for C6H15NO2Rb as an isolated structure at a distorted geometry.

Atoms and positions in Å:
1 Rb -1.8693 2.2067 0.7775
2 C -3.2939 -1.9346 0.0430
3 O -2.1012 -1.2879 0.2843
4 C -0.9974 -2.1710 0.2795
5 C 0.0815 -1.3521 1.0434
6 N 0.7529 -0.5286 0.0945
7 C 1.8628 0.2320 0.5361
8 C 2.2126 1.4289 -0.4358
9 O 1.2845 2.4615 -0.1928
10 C 1.0240 3.3586 -1.2402
11 H -3.2175 -2.8400 -0.5590
12 H -3.9920 -1.2817 -0.4810
13 H -3.7650 -2.2314 0.9800
14 H -0.7308 -2.3585 -0.7607
15 H -1.1786 -3.1428 0.7385
16 H 0.8753 -1.9742 1.4570
17 H -0.3849 -0.7786 1.8444
18 H 1.0041 -1.0684 -0.7213
19 H 2.6870 -0.4635 0.6951
20 H 1.6015 0.5782 1.5361
21 H 2.1540 0.9603 -1.4181
22 H 3.2184 1.7226 -0.1354
23 H 1.9632 3.7438 -1.6372
24 H 0.2866 4.0047 -0.7639
25 H 0.5220 2.7160 -1.9636

## Properties
Relative energy (zero: lowest compared OMol25 entry of this formula, charge and spin): 28.9 kcal per mole
Calculated total energy: -12698.7492 eV
Frontier orbital gap: 8.15 eV
Largest force on an atom: 2.8 eV/A
Total charge: +1
HOMO: -11.71 eV

Okay, here come the natural (NBO) numbers, in e, for every atom:
1 Rb 0.985
2 C -0.254
3 O -0.571
4 C -0.065
5 C -0.224
6 N -0.652
7 C -0.225
8 C -0.074
9 O -0.583
10 C -0.238
11 H 0.184
12 H 0.182
13 H 0.175
14 H 0.177
15 H 0.190
16 H 0.175
17 H 0.183
18 H 0.360
19 H 0.179
20 H 0.187
21 H 0.178
22 H 0.191
23 H 0.203
24 H 0.172
25 H 0.167

***

7.
DFT (the ωB97M-V functional and the def2-TZVPD basis) results for a 2-piece molecular cluster, C6H15NO3 overall.

Atoms and positions in Å:
1 C 1.6672 -0.5719 0.8340
2 C 2.0382 -0.5201 2.2744
3 C 1.3497 -1.7714 0.1699
4 O -0.1450 0.5105 1.0890
5 H -0.6019 0.0848 1.8268
6 H 1.9834 0.2642 0.2258
7 H 1.7450 -1.8611 -0.8387
8 H 1.5208 -1.2891 2.8504
9 H 1.8476 0.4606 2.7078
10 H 3.1129 -0.7209 2.3461
11 H 1.4212 -2.6807 0.7622
12 H 0.0874 -1.5969 -0.0986
13 C -0.7015 0.4469 -2.5886
14 C -2.4013 0.8622 0.0753
15 N -0.2315 0.7293 -1.2404
16 C -1.0870 0.1458 -0.1904
17 O -0.2144 2.1738 -1.1274
18 O -1.1719 -1.1529 -0.2861
19 H 0.3943 2.3252 -0.3939
20 H -0.8308 -0.6282 -2.6814
21 H -1.6494 0.9515 -2.8147
22 H 0.0579 0.7862 -3.2916
23 H -2.8924 0.3948 0.9281
24 H -3.0470 0.7344 -0.7948
25 H -2.2514 1.9231 0.2569

## Properties
Relative energy (zero: lowest compared OMol25 entry of this formula, charge and spin): 116.8 kcal per mole
Calculated total energy: -14093.7057 eV
Frontier orbital gap: 8.99 eV
Largest force on an atom: 1.0 eV/A
Total charge: 0
HOMO: -8.39 eV

Okay, here come the natural (NBO) numbers, in e, for every atom:
1 C 0.241
2 C -0.686
3 C -0.802
4 O -0.792
5 H 0.474
6 H 0.209
7 H 0.252
8 H 0.223
9 H 0.235
10 H 0.246
11 H 0.224
12 H 0.436
13 C -0.431
14 C -0.683
15 N -0.221
16 C 0.695
17 O -0.602
18 O -0.773
19 H 0.472
20 H 0.228
21 H 0.177
22 H 0.205
23 H 0.217
24 H 0.224
25 H 0.231

***

8.
DFT (the ωB97M-V functional and the def2-TZVPD basis) results for a 2-piece molecular cluster, C6H15NS overall at a distorted geometry.

Atoms and positions in Å:
1 C 0.6493 -0.0867 1.2746
2 C 2.1018 0.1374 0.7691
3 S 2.0316 0.3830 -1.0024
4 C -0.0720 1.2333 1.6062
5 N -1.4508 1.2668 1.2519
6 C -1.6675 1.0609 -0.1439
7 C -2.1671 -0.4210 -0.5235
8 C -1.4943 -0.9315 -1.8368
9 H 0.0549 -0.5178 0.4733
10 H 0.6576 -0.9109 1.9909
11 H 2.6160 -0.8161 0.9306
12 H 2.5848 0.8950 1.3625
13 H 4.2779 -1.8334 -0.7232
14 H 0.4215 2.0007 0.9493
15 H 0.1205 1.4729 2.6545
16 H 3.8719 -1.4010 -1.1499
17 H -2.5428 1.6928 -0.3442
18 H -0.7665 1.2501 -0.7345
19 H -3.2398 -0.4299 -0.7048
20 H -2.0316 -1.0754 0.3321
21 H -2.2120 -0.8548 -2.6504
22 H -1.0439 -1.9134 -1.7449
23 H -0.6993 -0.2009 -2.0364

## Properties
Relative energy (zero: lowest compared OMol25 entry of this formula, charge and spin): 141.3 kcal per mole
Calculated total energy: -18784.4620 eV
Frontier orbital gap: 4.44 eV
Largest force on an atom: 1.8 eV/A
Total charge: 0
HOMO: -7.59 eV

Okay, here come the natural (NBO) numbers, in e, for every atom:
1 C -0.398
2 C -0.563
3 S -0.186
4 C -0.305
5 N -0.095
6 C -0.325
7 C -0.372
8 C -0.626
9 H 0.219
10 H 0.218
11 H 0.235
12 H 0.204
13 H -0.021
14 H 0.238
15 H 0.213
16 H 0.011
17 H 0.237
18 H 0.216
19 H 0.217
20 H 0.215
21 H 0.214
22 H 0.226
23 H 0.227

***

9.
DFT (the ωB97M-V functional and the def2-TZVPD basis) results for an isolated ion of composition C6H15NS and charge +1 at a distorted geometry.

Atoms and positions in Å:
1 C -0.1948 -1.7031 0.6332
2 C -1.4588 -2.4852 0.3557
3 S -1.2049 -3.1921 -1.4078
4 C -0.2127 -0.4379 -0.2337
5 N 0.6819 0.6333 0.1598
6 C 0.3267 1.9147 -0.3741
7 C -0.1355 2.9164 0.7082
8 C 2.1037 0.3491 -0.1620
9 H 0.6935 -2.3162 0.4306
10 H -0.0639 -1.3732 1.6734
11 H -1.6027 -3.4022 0.9224
12 H -2.3419 -1.8649 0.3667
13 H -2.5359 -3.2989 -1.6560
14 H -0.0565 -0.7275 -1.2901
15 H -1.2246 0.0044 -0.2328
16 H 0.9033 2.5031 -1.1010
17 H -0.5495 1.8956 -1.0478
18 H -1.1656 2.8041 1.0274
19 H 0.6065 2.9652 1.5060
20 H -0.0814 3.9197 0.2618
21 H 2.6526 1.1576 -0.6387
22 H 2.5569 0.2826 0.8536
23 H 2.3037 -0.5448 -0.7548

## Properties
Relative energy (zero: lowest compared OMol25 entry of this formula, charge and spin): 22.2 kcal per mole
Calculated total energy: -18781.0912 eV
Frontier orbital gap (spin up / spin down): 10.13 / 4.82 eV
Largest force on an atom: 5.5 eV/A
Total charge: +1
Expectation value of S²: 0.755
2S+1: 2
HOMO (spin up / spin down): -12.68 / -12.52 eV

Okay, here come the natural (NBO) numbers, in e, for every atom:
1 C -0.442
2 C -0.461
3 S -0.065
4 C -0.271
5 N 0.024
6 C -0.312
7 C -0.607
8 C -0.472
9 H 0.230
10 H 0.235
11 H 0.253
12 H 0.222
13 H 0.157
14 H 0.291
15 H 0.229
16 H 0.262
17 H 0.251
18 H 0.234
19 H 0.228
20 H 0.246
21 H 0.253
22 H 0.263
23 H 0.254

***

10.
DFT (the ωB97M-V functional and the def2-TZVPD basis) results for one molecule with the formula C6H15NS3 at a distorted geometry.

Atoms and positions in Å:
1 C -2.3091 -0.7815 4.0901
2 C -2.0623 -0.3995 2.6314
3 C -0.6546 0.1796 2.4685
4 C 0.7982 0.7293 -2.1569
5 C 2.0381 0.7522 -3.0141
6 C 2.4725 -0.4466 -3.7639
7 H -3.3195 -1.1830 4.2186
8 H -2.2007 0.0984 4.7321
9 H -1.5893 -1.5376 4.4167
10 H -2.7968 0.3588 2.3335
11 H -1.9767 -1.3507 0.4454
12 H 0.0889 -0.6009 2.6620
13 H -0.5001 0.9736 3.2096
14 H -1.1152 1.8668 0.8517
15 H 1.6329 -0.9819 -0.7254
16 H 0.3615 1.7277 -2.0921
17 H 0.0480 0.0750 -2.6086
18 H 2.8307 1.4228 -2.6610
19 H 3.5386 -0.5998 -3.9148
20 H 1.8872 -1.3617 -3.7095
21 H 2.4845 1.2255 -4.9597
22 N 1.8100 0.6618 -4.4511
23 S -2.3383 -1.8911 1.6196
24 S -0.2609 0.8289 0.8179
25 S 1.1324 0.2339 -0.4401

## Properties
Relative energy (zero: lowest compared OMol25 entry of this formula, charge and spin): 0.0 kcal per mole
Calculated total energy: -40454.5670 eV
Frontier orbital gap: 6.68 eV
Largest force on an atom: 11.2 eV/A
Total charge: 0
HOMO: -6.12 eV

Okay, here come the natural (NBO) numbers, in e, for every atom:
1 C -0.619
2 C -0.334
3 C -0.505
4 C -0.505
5 C -0.099
6 C -0.258
7 H 0.226
8 H 0.216
9 H 0.213
10 H 0.219
11 H 0.136
12 H 0.225
13 H 0.234
14 H -0.010
15 H 0.022
16 H 0.228
17 H 0.229
18 H 0.205
19 H 0.198
20 H 0.199
21 H 0.356
22 N -0.589
23 S -0.056
24 S 0.005
25 S 0.063